Here is 6 unconnected molecules or ions with the total composition C41H78N3O12 from the Open Molecules 2025 dataset. Energies are from the ωB97M-V functional and the def2-TZVPD basis.

As for the HOMO energy: -10.365 eV. As for the net charge: +1. The value obtained for the maximum force is 4.336 eV Å⁻¹.

Each line ends with the Löwdin charge.
Cartesian coordinates (Å):
C -0.872 2.895 0.540  -0.059
C -0.392 2.761 -1.017  -0.215
O -1.426 3.427 -1.809  -0.226
C -2.089 2.464 -2.660  -0.185
C -3.254 1.618 -1.886  -0.066
C -2.728 0.113 -1.669  -0.250
O -1.900 -0.063 -0.498  -0.107
C -1.275 -1.372 -0.446  -0.220
C -1.141 -1.731 1.136  -0.149
N -0.370 -0.636 1.833  -0.120
C 0.392 -1.219 3.001  -0.124
C -2.081 -2.520 -1.255  -0.171
C -1.590 -4.006 -0.910  -0.127
C -0.050 -4.277 -0.965  -0.017
C 0.598 -5.663 -0.701  -0.032
C -0.358 -6.856 -0.377  -0.053
C -1.885 -6.622 -0.290  -0.046
C -2.506 -5.202 -0.564  -0.019
N -3.538 -2.276 -0.971  0.106
C -3.930 -0.994 -1.675  -0.185
C -5.322 -0.384 -1.165  -0.157
C -6.462 -1.468 -0.846  -0.197
C -7.899 -0.708 -1.035  -0.207
C -8.875 -0.876 0.227  -0.208
C -9.051 -2.442 0.558  -0.275
N -8.264 -2.717 1.824  -0.040
H -1.958 3.280 0.571  0.084
H -0.172 3.683 1.000  0.078
H -0.836 1.902 1.101  0.050
H 0.584 3.334 -1.218  0.119
H -0.201 1.676 -1.319  0.107
H -1.315 1.790 -3.162  0.125
H -2.593 3.061 -3.513  0.140
H -4.141 1.610 -2.629  0.124
H -3.603 2.126 -0.926  0.133
H -2.089 -0.130 -2.606  0.151
H -0.181 -1.277 -0.814  0.165
H -2.189 -1.706 1.632  0.133
H -0.610 -2.732 1.277  0.121
H 0.324 -0.218 1.198  0.091
H -0.277 -1.821 3.705  0.064
H 0.926 -0.382 3.595  0.103
H 1.238 -1.876 2.557  0.064
H -1.965 -2.415 -2.402  0.176
H 0.630 -3.389 -1.237  0.106
H 1.742 -5.780 -0.756  0.091
H 0.098 -7.898 -0.211  0.101
H -2.574 -7.505 -0.060  0.097
H -3.636 -5.062 -0.521  0.082
H -3.641 -2.095 0.048  0.181
H -4.133 -3.083 -1.215  0.161
H -4.061 -1.284 -2.789  0.178
H -5.726 0.262 -2.035  0.120
H -5.162 0.351 -0.291  0.145
H -6.352 -1.885 0.229  0.109
H -6.477 -2.325 -1.612  0.112
H -8.422 -1.016 -2.015  0.123
H -7.670 0.420 -1.127  0.105
H -9.918 -0.464 -0.043  0.108
H -8.530 -0.262 1.144  0.120
H -8.685 -3.076 -0.335  0.112
H -10.167 -2.702 0.678  0.115
H -7.667 -3.530 1.622  0.055
H -8.969 -2.916 2.545  0.068
O 0.778 7.691 -6.000  0.092
C 1.016 7.098 -4.972  -0.523
O 0.007 6.692 -4.177  0.000
C 0.169 5.814 -3.053  -0.239
C 0.539 6.593 -1.808  -0.051
C 2.431 6.887 -4.514  0.015
H 0.880 5.015 -3.276  0.110
H -0.798 5.332 -2.900  0.100
H 1.498 7.103 -1.923  0.044
H 0.604 5.928 -0.943  0.072
H -0.207 7.365 -1.604  0.090
H 2.766 7.770 -3.967  0.084
H 3.062 6.747 -5.394  0.092
H 2.566 5.999 -3.898  0.072
O -2.103 -1.987 4.674  0.066
C -2.446 -1.086 5.408  -0.511
O -1.877 0.128 5.294  -0.002
C -2.345 1.306 5.967  -0.226
C -1.752 1.410 7.357  -0.063
C -3.434 -1.326 6.514  0.013
H -3.437 1.349 5.972  0.114
H -2.006 2.154 5.368  0.125
H -2.056 0.572 7.989  0.069
H -2.065 2.338 7.840  0.085
H -0.660 1.389 7.308  0.087
H -2.905 -1.707 7.389  0.101
H -4.155 -2.071 6.176  0.093
H -4.011 -0.444 6.787  0.073
O 3.301 -1.928 2.537  0.056
C 3.967 -2.908 2.791  -0.514
O 4.565 -3.592 1.798  0.001
C 5.531 -4.637 2.005  -0.221
C 4.848 -5.974 2.208  -0.059
C 4.059 -3.434 4.195  0.014
H 6.215 -4.386 2.819  0.120
H 6.137 -4.679 1.096  0.085
H 4.220 -5.974 3.103  0.066
H 5.587 -6.772 2.305  0.087
H 4.194 -6.200 1.362  0.070
H 3.204 -4.083 4.391  0.098
H 4.033 -2.587 4.882  0.094
H 4.984 -3.968 4.404  0.073
O 3.365 8.285 -1.089  0.089
C 4.153 9.183 -1.286  -0.513
O 4.161 9.823 -2.471  -0.006
C 4.905 11.021 -2.737  -0.226
C 6.324 10.697 -3.160  -0.065
C 5.192 9.536 -0.261  0.011
H 4.866 11.706 -1.887  0.115
H 4.391 11.522 -3.560  0.126
H 6.872 10.182 -2.368  0.068
H 6.866 11.609 -3.418  0.084
H 6.321 10.031 -4.027  0.085
H 6.056 8.882 -0.387  0.099
H 4.765 9.381 0.731  0.094
H 5.510 10.577 -0.297  0.072
O 7.482 -5.404 -0.307  0.094
C 6.966 -5.830 -1.315  -0.503
O 5.649 -6.118 -1.329  -0.009
C 4.905 -6.433 -2.515  -0.228
C 5.001 -7.910 -2.841  -0.061
C 7.790 -6.135 -2.532  0.016
H 5.209 -5.798 -3.350  0.116
H 3.864 -6.180 -2.298  0.108
H 6.029 -8.209 -3.053  0.071
H 4.384 -8.152 -3.710  0.084
H 4.665 -8.510 -1.992  0.085
H 8.208 -7.139 -2.438  0.102
H 8.603 -5.411 -2.589  0.097
H 7.240 -6.051 -3.468  0.073



Here is a molecular structure, C41H83N11O3SSbV from the Open Molecules 2025 dataset. Energies are from the ωB97M-V functional and the def2-TZVPD basis.

As for the HOMO energy (alpha / beta): -9.644 / -9.648 eV. The spin multiplicity is 4. As for the net charge: +1. The value obtained for the maximum force is 2.762 eV Å⁻¹.

Each line ends with the Löwdin charge.
Cartesian coordinates (Å):
V -0.572 0.356 0.892  0.802
C -4.835 2.846 2.864  -0.042
N -4.442 2.569 1.497  -0.224
C -5.429 2.029 0.594  -0.062
C -3.079 2.467 1.208  -0.364
N -2.469 1.325 1.030  0.035
C -3.216 0.104 1.410  -0.181
C -3.246 -0.834 0.220  -0.153
N -1.889 -0.970 -0.407  -0.205
C -2.071 -0.644 -1.848  -0.157
C -0.883 -0.643 -2.848  -0.206
N 0.439 -0.927 -2.330  0.090
C 1.293 -1.394 -3.172  -0.394
N 1.066 -1.501 -4.547  -0.192
C 1.422 -2.695 -5.281  -0.067
C 0.798 -0.310 -5.321  -0.061
N 2.503 -1.865 -2.725  -0.139
C 2.729 -1.903 -1.297  -0.059
C 3.688 -1.820 -3.566  -0.048
C -1.423 -2.373 -0.293  -0.175
C -1.014 -2.725 1.121  -0.201
N 0.307 -2.173 1.429  0.089
C 1.136 -3.006 1.977  -0.382
N 0.934 -4.390 1.985  -0.204
C 1.111 -5.167 3.190  -0.064
C 0.886 -5.125 0.741  -0.059
N 2.287 -2.599 2.578  -0.127
C 2.432 -1.266 3.111  -0.046
C 3.440 -3.468 2.707  -0.042
N -2.479 3.672 1.069  -0.105
C -3.244 4.909 1.162  -0.035
C -1.045 3.909 1.095  -0.045
H -5.473 3.733 2.931  0.089
H -3.949 3.000 3.480  0.093
H -5.389 1.997 3.282  0.093
H -5.928 1.135 0.993  0.087
H -4.962 1.762 -0.353  0.090
H -6.208 2.769 0.386  0.091
H -4.225 0.303 1.761  0.106
H -2.700 -0.375 2.246  0.091
H -3.932 -0.440 -0.532  0.109
H -3.620 -1.817 0.514  0.131
H -2.526 0.347 -1.878  0.104
H -2.828 -1.348 -2.215  0.122
H -0.885 0.358 -3.295  0.083
H -1.143 -1.322 -3.667  0.118
H 1.680 -3.490 -4.586  0.093
H 2.272 -2.535 -5.954  0.084
H 0.577 -3.034 -5.887  0.090
H 0.751 0.556 -4.665  0.067
H -0.147 -0.376 -5.869  0.093
H 1.598 -0.137 -6.051  0.091
H 1.890 -2.365 -0.788  0.053
H 2.838 -0.899 -0.868  0.056
H 3.635 -2.478 -1.102  0.092
H 4.047 -2.819 -3.822  0.093
H 4.489 -1.295 -3.045  0.070
H 3.486 -1.279 -4.487  0.084
H -0.554 -2.482 -0.940  0.098
H -2.216 -3.041 -0.653  0.131
H -1.060 -3.810 1.222  0.106
H -1.734 -2.326 1.846  0.111
H 1.204 -4.505 4.049  0.097
H 1.998 -5.810 3.149  0.085
H 0.241 -5.808 3.353  0.092
H 0.740 -4.442 -0.091  0.079
H 0.061 -5.844 0.740  0.093
H 1.814 -5.683 0.567  0.090
H 1.470 -0.779 3.056  0.035
H 3.157 -0.678 2.545  0.047
H 2.762 -1.322 4.154  0.104
H 3.537 -3.873 3.719  0.092
H 4.340 -2.895 2.490  0.077
H 3.387 -4.294 2.002  0.088
H -4.271 4.761 0.842  0.090
H -3.237 5.298 2.183  0.100
H -2.768 5.645 0.513  0.092
H -0.717 4.325 0.138  0.085
H -0.488 3.012 1.313  0.032
H -0.824 4.637 1.878  0.107
N -0.143 1.383 -0.647  0.129
C -0.210 2.135 -1.519  -0.081
C -0.524 3.068 -2.572  -0.208
C -1.763 3.704 -2.508  -0.021
C -2.119 4.590 -3.510  -0.051
C -1.244 4.834 -4.562  -0.053
C -0.012 4.195 -4.617  -0.049
C 0.356 3.306 -3.620  -0.030
H -2.424 3.506 -1.673  0.111
H -3.079 5.087 -3.474  0.113
H -1.523 5.529 -5.342  0.113
H 0.665 4.388 -5.438  0.115
H 1.311 2.804 -3.647  0.093
C 6.232 0.104 -0.746  -0.134
C 6.080 0.791 0.609  -0.709
C 7.296 1.677 0.862  -0.107
C 6.025 -0.317 1.666  -0.151
Sb 4.104 1.760 0.683  1.604
C 4.360 3.307 2.222  -0.708
C 2.979 3.909 2.504  -0.132
C 4.809 2.560 3.482  -0.133
C 5.336 4.437 1.908  -0.106
C 4.088 2.897 -1.196  -0.707
C 3.013 3.974 -1.055  -0.129
C 5.399 3.563 -1.603  -0.103
C 3.661 1.902 -2.281  -0.148
H 7.097 -0.569 -0.714  0.093
H 6.402 0.806 -1.560  0.061
H 5.357 -0.500 -0.992  0.042
H 8.206 1.076 0.740  0.089
H 7.315 2.077 1.874  0.062
H 7.364 2.513 0.168  0.064
H 6.987 -0.843 1.699  0.091
H 5.256 -1.049 1.415  0.046
H 5.819 0.053 2.670  0.061
H 2.212 3.147 2.637  0.040
H 2.650 4.574 1.705  0.062
H 3.030 4.506 3.422  0.090
H 4.155 1.714 3.715  0.060
H 4.779 3.245 4.338  0.089
H 5.827 2.182 3.407  0.058
H 4.951 5.094 1.127  0.064
H 6.319 4.088 1.602  0.058
H 5.472 5.053 2.805  0.090
H 3.299 4.738 -0.334  0.057
H 2.050 3.563 -0.737  0.057
H 2.865 4.482 -2.017  0.085
H 5.757 4.273 -0.859  0.066
H 5.250 4.117 -2.539  0.089
H 6.194 2.841 -1.786  0.058
H 2.725 1.389 -2.032  0.051
H 4.414 1.136 -2.461  0.050
H 3.523 2.436 -3.230  0.079
C 0.765 1.229 4.912  -0.109
S -0.281 1.193 3.489  0.439
O -0.790 -0.178 3.293  -0.373
O -1.282 2.209 3.710  -0.298
O 0.604 1.444 2.300  -0.468
H 0.472 0.409 5.563  0.077
H 0.607 2.182 5.407  0.072
H 1.802 1.123 4.608  0.048